Record 1
Density functional theory data (ωB97M-V with the def2-TZVPD basis set) for 2 unconnected molecules or ions with the total composition C18H34NO3Si2 at a distorted geometry.

Atoms and positions in Å:
C  1.130  0.468  2.994
O  -0.135  0.432  2.305
C  -1.024  -0.480  2.604
C  -2.407  -0.113  2.654
C  -3.368  -1.129  2.884
C  -4.699  -0.800  3.086
C  -5.119  0.537  3.061
C  -6.548  0.873  3.345
C  -4.178  1.542  2.775
C  -2.854  1.238  2.514
H  1.429  1.518  2.935
H  1.002  0.144  4.037
H  1.857  -0.176  2.480
H  -0.683  -1.409  3.081
H  -2.990  -2.150  2.898
H  -5.442  -1.573  3.291
H  -6.670  1.956  3.412
H  -7.225  0.489  2.572
H  -6.870  0.437  4.297
H  -4.517  2.581  2.768
H  -2.130  2.009  2.244
C  1.993  0.961  -4.410
Si  0.560  0.434  -3.346
C  -0.706  1.779  -3.156
C  -0.032  -1.266  -3.862
O  1.187  0.280  -1.722
N  1.247  -1.085  -1.333
O  2.412  -1.253  -0.621
Si  3.799  -0.253  -0.649
C  4.747  -0.542  -2.223
C  3.292  1.523  -0.425
C  4.640  -0.914  0.882
C  0.180  -1.341  -0.438
C  -1.201  -0.949  -0.850
C  0.438  -1.911  0.764
H  1.613  1.154  -5.425
H  2.464  1.881  -4.039
H  2.758  0.179  -4.482
H  -1.166  1.988  -4.132
H  -1.497  1.506  -2.446
H  -0.233  2.701  -2.789
H  0.267  -1.435  -4.906
H  0.479  -2.009  -3.227
H  -1.117  -1.424  -3.804
H  5.742  -0.085  -2.129
H  4.895  -1.612  -2.411
H  4.276  -0.108  -3.112
H  4.059  2.033  0.182
H  3.219  2.043  -1.388
H  2.328  1.605  0.098
H  5.506  -0.303  1.178
H  3.949  -0.942  1.739
H  4.995  -1.942  0.709
H  -1.919  -1.461  -0.187
H  -1.383  0.137  -0.746
H  -1.406  -1.261  -1.884
H  -0.399  -2.424  1.244
H  1.454  -2.076  1.106

Summary:
Molar mass = 368.65 g mol⁻¹
E_tot = -1565.450255 Eh
LUMO level = -5.08 eV
Charge = +1

=====

Record 2
Density functional theory data (ωB97M-V with the def2-TZVPD basis set) for 2 unconnected molecules or ions with the total composition C5H14S at a distorted geometry.

Atoms and positions in Å:
C  -1.397  -1.271  -1.786
C  1.353  -0.580  -0.924
S  0.442  -1.193  -2.254
H  -1.391  -1.044  -0.695
H  -1.995  -0.665  -2.458
H  -1.791  -2.249  -2.133
H  0.813  -0.448  -0.034
H  1.859  0.397  -1.191
H  2.108  -1.183  -0.615
C  -0.320  0.826  2.284
C  1.005  1.573  2.722
C  -1.396  1.654  1.859
H  -0.140  0.230  1.552
H  -0.667  0.196  3.171
H  1.348  2.252  1.890
H  1.929  0.933  2.958
H  -2.052  0.879  1.362
H  -2.008  2.025  2.562
H  0.715  2.145  3.633
H  -1.270  2.399  1.131

Summary:
Relative energy (zero: lowest compared OMol25 entry of this formula, charge and spin) = 47.7 kcal/mol
Molar mass = 106.23 g mol⁻¹
E_tot = -596.951162 Eh
Spin multiplicity = 2
LUMO level (spin up / spin down) = 3.47 / 3.40 eV
Charge = -1

=====

Record 3
Density functional theory data (ωB97M-V with the def2-TZVPD basis set) for 12 unconnected molecules or ions with the total composition C38H84Br2N4O13 at a distorted geometry.

Atoms and positions in Å:
C  2.048  0.790  -4.395
C  2.424  -0.503  -5.042
Br  4.240  -0.967  -4.929
C  1.544  -1.271  -5.666
Br  2.021  -2.918  -6.502
N  0.189  -0.936  -5.744
C  -0.272  0.266  -6.324
O  0.135  0.759  -7.325
C  -1.383  0.713  -5.438
C  -2.060  1.910  -5.442
C  -3.022  2.092  -4.456
C  -3.294  1.110  -3.519
C  -2.612  -0.108  -3.524
C  -2.862  -1.160  -2.494
C  -2.145  -0.871  -1.169
C  -0.701  -0.405  -1.315
C  0.324  -1.226  -0.521
N  0.047  -2.667  -0.526
C  1.020  -3.483  -1.133
N  0.638  -4.558  -1.698
N  2.345  -3.031  -1.074
C  -1.655  -0.275  -4.517
C  -0.756  -1.432  -4.804
O  -0.796  -2.556  -4.425
H  1.124  0.709  -3.837
H  2.842  1.137  -3.754
H  1.913  1.543  -5.169
H  -1.826  2.680  -6.156
H  -3.579  3.012  -4.397
H  -4.024  1.267  -2.743
H  -2.541  -2.124  -2.863
H  -3.930  -1.249  -2.316
H  -2.695  -0.073  -0.673
H  -2.227  -1.724  -0.509
H  -0.355  -0.389  -2.343
H  -0.633  0.607  -0.939
H  0.300  -0.880  0.504
H  1.308  -0.996  -0.911
H  -0.178  -2.967  0.412
H  1.436  -5.085  -2.044
H  2.962  -3.549  -1.676
H  2.704  -2.932  -0.137
C  -0.327  2.269  3.194
C  -0.149  1.691  1.807
O  -1.295  1.921  0.990
H  -1.207  1.843  3.675
H  0.541  2.066  3.816
H  -0.476  3.352  3.139
H  -0.018  0.613  1.862
H  0.737  2.124  1.327
H  -1.428  2.874  0.928
C  -3.655  -4.741  -5.209
C  -3.322  -5.216  -6.610
O  -3.103  -4.120  -7.498
H  -4.547  -4.112  -5.220
H  -3.829  -5.583  -4.537
H  -2.838  -4.140  -4.806
H  -4.145  -5.796  -7.026
H  -2.430  -5.851  -6.598
H  -2.362  -3.612  -7.152
C  1.976  -4.886  3.837
C  2.111  -3.504  3.231
O  2.598  -3.591  1.890
H  2.939  -5.400  3.825
H  1.615  -4.838  4.865
H  1.277  -5.482  3.254
H  2.821  -2.907  3.797
H  1.148  -2.985  3.234
H  1.968  -4.122  1.388
C  5.644  -0.758  1.850
C  5.333  -0.850  3.332
O  3.937  -0.709  3.586
H  5.300  0.196  1.449
H  6.716  -0.850  1.667
H  5.130  -1.551  1.301
H  5.829  -0.051  3.880
H  5.682  -1.808  3.735
H  3.488  -1.416  3.113
C  -2.027  -0.980  4.845
C  -2.405  -1.495  3.466
O  -1.280  -2.082  2.807
H  -1.253  -0.218  4.783
H  -2.890  -0.552  5.358
H  -1.633  -1.795  5.451
H  -2.765  -0.684  2.834
H  -3.196  -2.250  3.536
H  -1.004  -2.820  3.368
C  1.905  -0.249  7.507
C  1.622  0.215  6.090
O  0.412  0.971  6.007
H  1.077  -0.852  7.882
H  2.819  -0.842  7.548
H  2.018  0.606  8.178
H  1.493  -0.638  5.427
H  2.455  0.813  5.711
H  0.506  1.745  6.571
C  -1.663  6.907  -0.681
C  -2.586  5.709  -0.575
O  -2.459  5.058  0.692
H  -0.627  6.608  -0.538
H  -1.753  7.388  -1.656
H  -1.900  7.645  0.091
H  -2.336  4.965  -1.330
H  -3.629  6.008  -0.721
H  -2.689  5.695  1.374
C  2.456  8.462  1.112
C  2.424  7.090  0.469
O  1.674  7.083  -0.748
H  1.443  8.811  1.316
H  3.020  8.438  2.044
H  2.925  9.190  0.446
H  1.942  6.368  1.128
H  3.442  6.742  0.268
H  2.091  7.703  -1.353
C  -5.769  -1.362  -8.499
C  -6.700  -1.787  -7.382
O  -6.985  -3.182  -7.444
H  -6.204  -1.595  -9.472
H  -5.558  -0.292  -8.457
H  -4.824  -1.906  -8.425
H  -7.656  -1.270  -7.451
H  -6.256  -1.551  -6.407
H  -6.145  -3.649  -7.375
C  -1.641  -7.123  6.045
C  -1.495  -5.736  5.450
O  -1.013  -5.789  4.104
H  -0.686  -7.648  6.023
H  -1.990  -7.071  7.076
H  -2.355  -7.717  5.469
H  -0.769  -5.153  6.015
H  -2.452  -5.207  5.475
H  -1.649  -6.298  3.590
C  6.165  6.592  4.751
C  5.472  6.592  3.401
O  5.431  7.896  2.823
H  5.659  7.272  5.436
H  6.171  5.593  5.189
H  7.199  6.931  4.654
H  4.437  6.270  3.502
H  5.976  5.905  2.713
H  6.338  8.197  2.710

Summary:
Molar mass = 964.91 g mol⁻¹
E_tot = -7843.367172 Eh
SMILES = [H]/N=C(\N)NCCCCc1cccc2c1C(=O)N(/C(Br)=C(\C)Br)C2=O.CCO.CCO.CCO.CCO.CCO.CCO.CCO.CCO.CCO.CCO.CCO
LUMO level = -0.12 eV
Charge = 0

=====

Record 4
Density functional theory data (ωB97M-V with the def2-TZVPD basis set) for a single C7H14O2Si molecule at a distorted geometry.

Atoms and positions in Å:
C  -1.035  -2.190  0.354
C  -0.683  -0.798  0.466
C  -1.659  -0.064  1.269
C  -1.453  1.358  1.441
C  2.166  -1.291  -0.777
C  1.706  1.425  0.283
C  0.017  0.531  -2.225
O  -0.423  -2.920  -0.414
O  -2.612  -0.811  1.942
Si  0.822  -0.034  -0.501
H  -1.846  -2.530  0.914
H  -1.268  1.766  0.491
H  -0.718  1.696  2.153
H  -2.400  1.799  1.905
H  3.182  -0.836  -0.881
H  2.323  -1.903  0.037
H  2.092  -1.855  -1.842
H  1.273  1.774  1.196
H  2.687  1.150  0.311
H  1.592  2.316  -0.401
H  0.139  1.563  -2.467
H  0.647  -0.151  -2.885
H  -1.122  0.307  -2.259
H  -3.427  -0.304  1.890

Summary:
Relative energy (zero: lowest compared OMol25 entry of this formula, charge and spin) = 76.7 kcal/mol
Molar mass = 158.27 g mol⁻¹
E_tot = -715.033623 Eh
SMILES = C/C(O)=C(/C=O)[Si](C)(C)C
LUMO level = 0.37 eV
Charge = 0